Density functional theory data (ωB97M-V/def2-TZVPD) for a structure of composition C48H44N4O4P2S2Ti at a distorted geometry.

The gap between HOMO and LUMO comes out at 7.2061 eV. As for the net charge: +2. The calculation puts the total energy at -4703.6319 hartree. The strongest force on any atom is 3.14 eV Å⁻¹. The calculation puts the LUMO energy at -6.240 eV. The value obtained for the relative energy (zero: lowest compared OMol25 entry of this formula, charge and spin) is 0.661 eV.

XYZ file:
```
105
Properties=species:S:1:pos:R:3:forces:R:3
Ti -0.5332 0.2088 -0.5371 0.0724 0.2931 -1.1361
O 0.9308 -2.9479 -1.2131 0.2187 0.4672 1.3266
S 1.0495 -1.9087 -0.1468 -0.3511 -0.2536 0.6228
C 2.7523 -1.3571 0.0265 -0.3410 0.0773 1.0666
C 3.7343 -2.3046 -0.1504 0.9207 -0.7709 -1.0576
C 5.0827 -1.8992 -0.0588 -0.4523 1.2333 0.0253
C 5.3733 -0.5615 0.2599 -0.4483 -0.2437 0.3342
C 4.3597 0.3348 0.5854 -0.1807 -0.5914 -0.3569
C 3.0315 -0.0561 0.4846 -0.5201 -0.0846 -0.2847
P 1.6793 1.1270 0.8363 0.0755 -0.5778 -0.4798
C 2.3362 2.7062 0.2093 0.0155 0.6395 -0.0411
C 3.1723 2.8204 -0.9222 -0.2110 -0.7775 1.1461
C 3.6939 4.0511 -1.2947 -1.3619 0.2221 0.6875
C 3.2102 5.2100 -0.6580 -0.4036 -1.2923 0.6846
C 2.2918 5.0933 0.4178 0.4170 0.7707 -0.4115
C 1.8851 3.8543 0.8852 -0.2091 -1.0775 -0.4758
C 1.5897 1.2752 2.6549 1.8105 -1.7648 -1.0193
C 0.5046 1.9256 3.1419 -0.3893 0.7744 0.1156
C 0.4569 2.1574 4.4979 -1.2883 0.4132 0.5992
C 1.3659 1.6084 5.3398 1.4289 -0.3997 0.2220
C 2.4260 0.8186 4.8534 0.5706 0.1915 1.6464
C 2.5717 0.6568 3.4981 -0.9143 0.1604 -0.3809
C 0.6840 -2.6906 1.4990 -0.7976 0.2653 -1.8096
C 1.5993 -3.3574 2.2460 0.9169 -0.6618 1.1463
C 1.1983 -4.2210 3.2688 -0.6428 -0.2398 0.8506
C -0.1957 -4.4626 3.4890 1.9865 0.5278 -0.2822
C -1.0951 -3.7270 2.7295 -0.4062 -0.0810 0.4791
C -0.6702 -2.8331 1.7505 -0.4160 0.4938 -0.3893
P -1.7795 -1.5241 1.0740 -0.4552 -0.2946 0.5898
C -2.3998 -0.9022 2.7066 -0.0840 0.6002 0.1248
C -1.3896 -0.5456 3.6101 -0.5762 -0.0397 1.2193
C -1.7109 -0.1600 4.9191 -1.0515 -0.6917 0.6315
C -3.0642 -0.1184 5.3177 0.8198 0.3435 -0.0728
C -4.0531 -0.3265 4.3779 -1.1944 -0.5772 1.1770
C -3.7479 -0.7311 3.1017 1.4515 -0.5892 -0.6505
C -3.0911 -2.3282 0.0922 0.8231 -0.1902 -0.5899
C -4.3292 -1.6907 -0.1083 0.7608 -1.1550 0.6996
C -5.3332 -2.4023 -0.7420 -0.6919 0.6912 0.3462
C -5.0761 -3.5945 -1.4028 0.0094 0.9964 0.4490
C -3.8042 -4.0858 -1.3660 2.3142 -1.9491 -0.8453
C -2.7633 -3.5269 -0.5973 -2.2769 1.1480 0.5283
H 3.4409 -3.3191 -0.5105 0.4073 0.8512 0.4316
H 5.9275 -2.5145 -0.2969 -0.0416 -0.6372 -0.0243
H 6.3730 -0.1518 0.3106 0.2210 -0.4743 -0.1301
H 4.5991 1.3509 0.8395 0.0914 0.2102 0.1949
H 3.4245 1.8824 -1.4221 0.3120 0.4768 -0.0520
H 4.3813 4.0708 -2.1042 0.4858 0.3294 -0.5445
H 3.5366 6.1755 -0.9869 0.1169 0.3617 -0.0210
H 1.9149 6.0099 0.8819 0.1546 -0.3596 -0.1309
H 1.1569 3.6349 1.6905 0.7200 1.0962 -0.4360
H -0.2639 2.2861 2.4672 -0.0706 0.0233 0.1575
H -0.3487 2.7061 4.9649 -0.1774 0.1830 -0.2971
H 1.3068 1.8341 6.3886 -0.0384 -0.1246 0.3126
H 3.1633 0.4301 5.6230 -0.9411 0.2494 -1.3260
H 3.3483 -0.0041 3.1252 -0.0154 0.3861 -0.2165
H 2.6329 -3.1258 2.1107 0.6428 -0.2071 -0.1052
H 1.9532 -4.6522 3.9792 -0.8165 0.3453 -1.0188
H -0.4809 -5.1241 4.3118 -0.1619 0.2550 -0.4796
H -2.1453 -3.7794 2.9919 -0.0668 -0.0128 -0.1792
H -0.3377 -0.6782 3.4474 0.3442 -0.0814 -0.5851
H -0.9502 -0.0903 5.7054 -0.1364 0.2112 -0.6254
H -3.4112 0.0246 6.3491 0.6434 0.1279 -0.3845
H -5.0801 -0.3726 4.8086 0.6794 0.2154 -0.9736
H -4.4932 -1.0763 2.4341 -0.8147 -0.0212 -0.4196
H -4.4999 -0.7570 0.3965 -0.3053 0.2386 -0.1304
H -6.3444 -2.0179 -0.6188 0.1184 -0.0489 -0.5304
H -5.8502 -4.0977 -1.9320 -0.4245 -0.3430 -0.2725
H -3.5412 -5.0030 -1.9666 -0.4584 0.9585 0.8025
H -1.8409 -4.0404 -0.4333 0.5063 -0.1570 -0.1690
C 0.1814 4.1433 -2.6829 0.5053 -1.1034 -0.6562
C 0.3286 2.7290 -2.1462 -0.1468 0.2416 -1.0533
N -0.5082 2.3227 -1.2657 -0.5162 0.0164 0.8400
N -1.3620 3.3425 -0.8899 -1.5139 -0.5875 1.3667
C -2.2952 2.9631 -0.0457 1.2582 0.1392 -0.2358
N -3.1895 3.8524 0.4693 0.3462 -0.8701 -0.4043
S -2.2434 1.3140 0.6633 -0.1696 0.4448 -0.2022
C 1.1658 1.6565 -2.7624 -0.9555 0.1757 0.3722
C 1.8661 1.8757 -3.9407 0.5521 1.9502 0.4614
C 2.6348 0.8743 -4.4767 0.2335 0.3582 -0.3296
C 2.5776 -0.3415 -3.8537 -0.9742 0.2861 -0.1224
C 1.6965 -0.5764 -2.8460 -0.7075 0.6479 1.9975
N 1.0387 0.4343 -2.1898 0.6219 -0.2076 -1.0312
H 0.8853 4.3183 -3.4856 -0.1057 0.0863 -0.2585
H 0.3618 4.8903 -1.9478 0.2504 0.3882 0.9373
H -0.8557 4.3115 -2.9887 0.2368 -0.2548 -0.2179
H -3.2067 4.7694 0.0431 -0.1491 -0.1207 0.1067
H -4.0120 3.5145 0.9659 0.4940 0.2302 -0.3024
H 1.9653 2.9325 -4.2786 -0.3119 -1.1883 -0.0439
H 3.2440 1.0218 -5.3599 0.0023 0.0961 0.0886
H 3.0426 -1.1874 -4.2076 1.2985 -1.6099 -1.0003
H 1.5464 -1.5985 -2.4938 -0.0650 0.4855 -0.2427
C -0.8660 -0.8651 -5.5824 1.7699 0.4675 0.9322
C -1.5754 -1.3480 -4.3205 -0.3272 -0.5548 -0.2424
C -3.0687 -1.6512 -4.5452 0.5506 -0.8056 -0.5754
O -0.8468 -2.5338 -3.8886 -1.0152 1.2992 0.2483
C -1.5813 -0.2694 -3.2665 1.3129 2.3053 1.0424
O -1.6836 0.9283 -3.4672 -0.3936 -1.6776 -0.4401
O -1.3346 -0.6533 -1.9605 -0.3159 -0.0368 -0.0426
H -0.9581 -1.6164 -6.3385 -0.4566 -0.2410 -0.6609
H 0.2301 -0.9072 -5.3248 -0.8804 0.2801 -0.2718
H -1.0867 0.1666 -5.9273 -0.2696 -0.8735 0.2980
H -3.1662 -2.6715 -4.9137 0.0638 -0.0569 0.0023
H -3.5220 -1.0110 -5.2714 -0.0528 0.6091 -0.5259
H -3.6521 -1.5521 -3.6616 -0.4361 -0.0703 1.0086
H -1.2657 -2.7640 -3.0427 0.3434 -0.3068 -0.1254
```
Positions in Å, forces in eV/Å.


Density functional theory data (ωB97M-V/def2-TZVPD) for a structure of composition C48H44N6O3PS7Ti at a distorted geometry.

The gap between HOMO and LUMO (alpha / beta) comes out at 3.2068 / 5.7639 eV. As for the net charge: -2. The calculation puts the total energy at -6386.9988 hartree. The strongest force on any atom is 10.61 eV Å⁻¹. The calculation puts the LUMO energy (alpha / beta) at 3.470 / 2.923 eV. The value obtained for the relative energy (zero: lowest compared OMol25 entry of this formula, charge and spin) is 0.148 eV. The spin multiplicity is 4.

XYZ file:
```
110
Properties=species:S:1:pos:R:3:forces:R:3
Ti 1.6149 0.3243 0.5877 1.0958 0.3809 0.1727
S 2.2968 2.3949 2.2120 0.3608 0.3361 0.1808
C 2.5320 1.0665 3.2608 1.0827 1.0252 -0.9142
N 1.9487 -0.0111 2.8684 -0.6277 -0.4601 -0.2396
C 2.0631 -1.0012 3.7772 -0.7928 -1.5713 1.8132
C 1.1273 -2.0476 3.8990 -1.3010 2.5118 -4.2789
C 1.1910 -2.9964 4.8245 3.3159 0.1829 1.5389
C 2.3081 -2.9106 5.6956 -0.0563 -0.0852 1.7827
C 3.0964 -1.7420 5.7951 0.8169 -1.3186 0.3180
C 2.9731 -0.8011 4.8282 -1.0244 1.4525 -2.0632
S 3.6281 0.8302 4.6460 -0.5349 -0.0843 -0.0878
H 0.3424 -1.9922 3.0781 0.8749 -0.5429 1.1323
H 0.6572 -3.8720 4.7118 -1.3934 -1.5618 0.2648
H 2.4612 -3.7258 6.4348 0.0233 0.6298 -0.5760
H 3.9760 -1.5197 6.4108 -0.6243 -0.9735 0.6321
N -0.2000 0.2840 1.0951 1.5015 1.2302 -0.0887
S -1.6063 0.1828 1.3528 -4.6309 -0.5863 -0.0360
N -2.5772 1.2301 0.4679 0.2605 -1.1678 -0.2510
S -1.8677 2.3739 -0.4470 1.0088 -0.5667 1.9388
N 1.6045 3.6775 -2.1068 -0.2921 1.8058 -0.3568
S 1.6197 2.1872 -2.1816 -0.1012 -3.5064 -1.8102
N 1.6738 1.3852 -0.8981 -1.3081 -0.5191 1.4434
C 0.2836 1.3405 -3.1087 -3.1487 -1.7771 0.2123
C -0.0253 1.7730 -4.3223 1.4935 2.4346 -4.0911
C -0.5809 1.0782 -5.3976 0.2636 0.1155 3.5500
C -1.0190 -0.1217 -5.0628 -4.7641 -3.1524 -6.1802
C -1.2438 -0.5733 -3.8343 1.8473 -2.9383 3.0464
C -0.5637 0.1357 -2.9034 3.7280 2.4438 2.4762
C 2.9985 1.4805 -3.2187 -5.6332 6.7384 -5.9489
C 3.6790 0.7596 -2.4418 0.9907 -1.0541 6.2967
C 4.7192 0.2481 -3.0354 7.5268 -6.9512 -2.0647
C 4.8454 0.0183 -4.4835 4.0096 -3.4373 2.3839
C 4.0658 0.7244 -5.1964 -2.9475 3.6817 -4.8332
C 3.2826 1.7532 -4.7299 -2.5940 0.1484 4.0262
C -3.3825 2.8903 -1.2019 0.1685 1.2818 -2.2794
C -4.6606 2.5530 -0.6616 0.3662 3.2015 -4.0632
C -5.7149 3.0852 -1.4511 -3.0084 -1.0524 3.2302
C -5.7042 3.6328 -2.7030 7.6793 -0.7138 1.5099
C -4.4703 3.8250 -3.3568 6.4697 1.1523 3.0402
C -3.1849 3.5754 -2.5070 -6.8143 -1.9775 1.7034
C -1.3923 3.5981 0.9163 1.6915 0.2757 -3.3064
C -0.2147 4.4043 0.8252 -2.3346 -4.9155 -4.8050
C 0.2598 5.2376 1.6704 -3.6056 1.9244 5.1875
C -0.6402 5.5282 2.7386 -2.1744 -0.4940 1.6337
C -1.9460 4.8170 2.8026 1.3333 1.8212 2.7503
C -2.2861 3.7795 1.8524 -0.9089 3.0196 4.3412
C -2.2777 -1.4669 1.2598 -0.8885 1.4202 2.7705
C -2.6225 -2.2347 0.0810 1.3300 5.9171 1.0917
C -2.8433 -3.5118 0.1083 -0.4162 -3.0414 1.1497
C -2.9384 -4.2065 1.3866 -1.2004 5.5151 0.7036
C -2.9701 -3.3143 2.6779 -1.3824 -5.1465 -1.0317
C -2.6876 -2.0198 2.5260 -0.1178 0.6578 4.7135
C -2.1246 0.9825 2.9907 1.4911 -0.7068 -0.8001
C -3.4676 1.0543 3.4597 -0.4406 -3.9188 -0.5318
C -3.8077 1.4755 4.7397 5.1855 3.7950 -2.2119
C -2.6134 2.2787 5.2876 -2.5469 -1.3465 4.0097
C -1.2949 2.1741 4.8118 -0.6363 -0.3785 4.4879
C -0.9907 1.5443 3.6332 -4.5116 -0.9364 0.2749
H 0.4840 2.5509 -4.8071 0.8322 2.2018 0.4280
H -0.7063 1.4937 -6.3165 0.0847 1.0477 -2.4810
H -1.5910 -0.7195 -5.8910 1.4132 0.7846 1.0958
H -1.3530 -1.6992 -3.6232 -0.6898 2.0095 -0.2410
H -0.1513 -0.2166 -2.0198 -0.7198 -1.7684 2.2632
H 3.2892 0.8142 -1.3460 1.8824 -0.8769 -1.9363
H 5.5060 -0.5590 -2.6796 -1.7642 1.8724 0.9644
H 5.6010 -0.7400 -5.0133 -1.6072 1.6557 1.7483
H 3.9392 0.8409 -6.2531 0.8813 -1.2493 -1.1394
H 2.5011 2.0906 -5.4178 0.2026 0.3053 0.6164
H -4.9432 2.0867 0.2258 0.4415 -0.7386 1.3422
H -6.7730 3.0881 -0.9029 2.1760 -0.4248 -1.4003
H -6.3960 3.7576 -3.3322 -6.5385 1.2758 -3.7093
H -3.9676 4.4739 -4.1931 -2.5911 -1.4606 0.7090
H -2.2678 3.8219 -2.9248 1.7430 0.1889 -0.3734
H 0.2427 4.3183 -0.1173 1.0358 -0.3329 -1.1547
H 0.9324 5.9328 1.4375 3.3873 2.1019 -0.7280
H -0.3443 6.3306 3.5424 -0.8868 -1.7040 -1.6105
H -2.6605 5.0871 3.8186 2.0312 -0.9772 -3.3145
H -3.1989 3.2728 2.0472 -0.5573 -0.5613 -0.4635
H -2.5832 -1.4700 -0.6584 -0.0513 -0.5595 -2.0397
H -2.7697 -4.0226 -0.8519 -0.4770 -0.4020 0.2979
H -2.5086 -5.0872 1.2623 1.3403 -4.5199 0.6361
H -3.3802 -3.8333 3.7576 1.3889 1.6528 -3.2443
H -2.8107 -1.6834 3.7765 0.8071 0.6846 -4.0878
H -4.3501 0.3289 3.0687 2.4598 1.9265 -0.2285
H -4.8195 1.6908 4.5425 -1.7375 0.4198 2.1328
H -2.7122 2.5916 6.5165 0.2356 -0.5575 -3.7316
H -0.5615 2.1686 5.7451 -0.8945 0.8994 -2.6144
H -0.0196 1.2858 3.4712 2.4130 -0.5664 -1.3464
C 2.4260 -6.5665 -0.9668 -3.2243 2.5281 -6.9285
C 1.0412 -5.8327 -0.9312 2.7166 -1.6106 -1.9395
O 1.0632 -4.5837 -0.4700 1.7145 4.4908 1.2356
P 2.2149 -3.3103 -0.2838 0.1087 -1.9912 -3.3215
S 0.7394 -2.0833 0.0832 0.0129 2.1373 0.1979
S 3.5823 -3.7469 1.0110 0.0965 0.0684 -0.2359
O 2.8903 -3.0941 -1.8884 0.1481 -0.3618 2.9953
C 2.5234 -2.1366 -2.9609 -2.8660 -3.4894 2.3928
C 1.4668 -3.0651 -3.7472 3.9402 5.9100 -3.0483
H 2.3793 -7.4361 -1.6370 -0.0063 0.2068 0.0623
H 2.7081 -6.8330 -0.1089 2.3098 -2.0712 7.0041
H 3.1016 -5.8214 -1.3640 0.5153 -0.0986 -0.2484
H 0.4227 -6.2997 -0.2561 -1.8828 -1.8453 1.0647
H 0.6548 -5.7878 -1.9436 -0.3973 -0.5207 -0.3877
H 3.4346 -1.9456 -3.5022 -0.0587 0.4067 -0.1376
H 2.0288 -1.3378 -2.4258 0.2134 0.7915 -0.5025
H 2.2438 -3.6437 -4.2060 -0.7396 -2.5389 0.5329
H 1.5259 -2.3549 -4.7024 -1.8396 -0.9528 1.3038
H 0.5254 -3.1503 -3.2416 -0.0766 -0.8802 -0.0737
O 5.7986 -0.3757 1.0163 4.9077 -0.7671 1.2408
C 4.7105 -0.2115 0.7596 -5.9397 0.8959 -1.5842
N 3.5617 0.0065 0.4383 0.9519 -0.8515 1.0308
```
Positions in Å, forces in eV/Å.